No. 1
{"formula": "C34H49CoN7OPS", "method": "ωB97M-V/def2-TZVPD", "symbols": ["Co", "C", "C", "N", "C", "C", "C", "S", "N", "C", "O", "C", "C", "C", "C", "C", "C", "H", "H", "H", "H", "H", "H", "H", "H", "H", "H", "H", "H", "H", "H", "H", "N", "P", "N", "C", "C", "C", "C", "C", "N", "C", "C", "C", "C", "C", "N", "C", "C", "C", "C", "C", "H", "H", "H", "H", "H", "H", "H", "H", "H", "H", "H", "H", "H", "H", "H", "H", "H", "H", "H", "H", "H", "H", "H", "H", "H", "H", "H", "H", "H", "H", "N", "C", "C", "C", "C", "C", "C", "C", "H", "H", "H", "H"], "xyz": [[-0.2045, -0.5996, 0.0954], [-2.7591, -1.5961, -5.5575], [-3.4285, -0.6606, -4.5607], [-2.4578, 0.1052, -3.7804], [-1.9655, 1.3166, -4.4284], [-2.8463, 2.5298, -4.1625], [-2.1118, -0.2604, -2.5317], [-1.1344, 0.8415, -1.6278], [-2.5655, -1.4825, -2.1868], [-2.3949, -2.0186, -0.9870], [-1.9624, -1.4412, 0.0571], [-2.7577, -3.4599, -0.8632], [-3.3351, -4.1515, -1.9262], [-3.6400, -5.4958, -1.7937], [-3.3669, -6.1557, -0.6020], [-2.7923, -5.4699, 0.4592], [-2.4906, -4.1231, 0.3324], [-3.4906, -1.9716, -6.2739], [-2.3152, -2.4469, -5.0389], [-1.9722, -1.0898, -6.1184], [-4.0454, -1.2293, -3.8714], [-4.0690, 0.0624, -5.0704], [-1.9183, 1.1036, -5.4982], [-0.9513, 1.5051, -4.0804], [-3.8671, 2.3625, -4.5088], [-2.4514, 3.4025, -4.6840], [-2.8737, 2.7490, -3.0962], [-3.5371, -3.6217, -2.8465], [-4.0907, -6.0318, -2.6189], [-3.6033, -7.2073, -0.5011], [-2.5814, -5.9841, 1.3876], [-2.0500, -3.5712, 1.1517], [1.4419, -0.8588, -0.4979], [2.5933, -1.0345, -1.5550], [2.7915, 0.3330, -2.4519], [2.4105, 1.6554, -1.9443], [1.9470, 2.5290, -3.0986], [3.0917, 2.7792, -4.0935], [4.1008, 1.6235, -4.0684], [3.4065, 0.2993, -3.7849], [4.0458, -1.4008, -0.8147], [3.9713, -2.3562, 0.3106], [4.1638, -1.6490, 1.6435], [5.5737, -1.0456, 1.7267], [6.1007, -0.7044, 0.3263], [4.9659, -0.2680, -0.5854], [2.3934, -2.2111, -2.7163], [1.0805, -2.2270, -3.3760], [0.1188, -3.2148, -2.7236], [0.7285, -4.6115, -2.6807], [2.0872, -4.5719, -1.9845], [2.9965, -3.5399, -2.6481], [3.2557, 2.1364, -1.4332], [1.6197, 1.5215, -1.2093], [1.5587, 3.4712, -2.7096], [1.1118, 2.0214, -3.5867], [3.6041, 3.7121, -3.8505], [2.6858, 2.8984, -5.1003], [4.8503, 1.7966, -3.2919], [4.6374, 1.5558, -5.0159], [4.1145, -0.5278, -3.8353], [2.6413, 0.1140, -4.5504], [4.7303, -3.1357, 0.1772], [2.9964, -2.8423, 0.2871], [3.9964, -2.3526, 2.4609], [3.3961, -0.8767, 1.7297], [6.2564, -1.7466, 2.2107], [5.5539, -0.1472, 2.3463], [6.5956, -1.5701, -0.1207], [6.8431, 0.0933, 0.3775], [5.3554, 0.0664, -1.5481], [4.4469, 0.5824, -0.1238], [1.2406, -2.5109, -4.4242], [0.6699, -1.2145, -3.3644], [-0.8319, -3.2171, -3.2627], [-0.0883, -2.8807, -1.7033], [0.8582, -4.9824, -3.7043], [0.0549, -5.3032, -2.1707], [2.5691, -5.5521, -2.0182], [1.9440, -4.3134, -0.9313], [3.1902, -3.8579, -3.6808], [3.9604, -3.4601, -2.1483], [0.8990, 0.1217, 7.4245], [0.7141, 0.0290, 6.2931], [0.4845, -0.0909, 4.8816], [0.8748, -1.2478, 4.2099], [0.6537, -1.3506, 2.8463], [0.0383, -0.3294, 2.1171], [-0.3451, 0.8156, 2.8182], [-0.1283, 0.9461, 4.1813], [1.3531, -2.0488, 4.7595], [0.9815, -2.2552, 2.3421], [-0.8301, 1.6339, 2.2967], [-0.4319, 1.8408, 4.7098]], "mulliken_charge": [-0.301, -0.976, -0.665, 0.348, 0.288, -1.196, 0.196, -0.204, 0.010, 0.022, -0.689, 0.872, -0.011, -0.795, -0.405, -0.695, -0.719, 0.408, 0.071, 0.360, 0.487, 0.404, 0.497, -0.586, 0.357, 0.440, 0.249, 0.317, 0.414, 0.396, 0.424, 0.587, 0.274, -1.025, 1.350, -0.672, -0.652, -0.720, -0.875, -0.830, 0.184, -0.459, -0.563, -0.875, -1.041, -0.219, 0.572, -1.215, 1.738, -1.418, -0.196, -1.125, 0.231, 0.310, 0.616, -0.344, 0.317, 0.322, 0.202, 0.478, 0.529, 0.248, 0.436, 0.000, 0.580, 0.047, 0.331, 0.376, 0.357, 0.447, 0.105, 0.268, 0.444, 0.216, -0.159, -0.966, 0.351, 0.455, 0.483, 0.000, 0.526, 0.457, -0.541, -0.032, 0.510, -0.623, 0.506, -0.588, 0.087, -0.730, 0.440, 0.293, 0.432, 0.440], "lumo_energy_ha": [0.001, -0.030], "orbital_gap_ev": [8.08, 7.52], "de_lowest_ev": 0.000, "total_charge": 0, "homo_ev": [-8.1, -8.3], "spin_multiplicity": 5, "s2": 6.0203}

=====

No. 2
{"formula": "CH7NP2", "method": "ωB97M-V/def2-TZVPD", "symbols": ["C", "N", "P", "P", "H", "H", "H", "H", "H", "H", "H"], "xyz": [[-1.3723, 0.4728, 0.3386], [0.5898, -0.2839, -0.2259], [1.5316, -1.1147, 0.9289], [1.2434, 0.1943, -1.6366], [-1.9706, 0.4498, -0.4833], [-1.4616, -0.4498, 0.9663], [-1.2055, 1.4361, 0.8948], [0.3293, -1.6568, 1.3329], [1.2442, -0.3119, 1.9390], [0.9761, 1.5790, -1.5894], [0.0956, -0.3148, -2.4653]], "mulliken_charge": [-0.523, -0.206, 0.001, -0.114, 0.336, 0.231, 0.234, -0.001, 0.007, 0.018, 0.016], "lumo_energy_ha": -0.016, "orbital_gap_ev": 8.08, "de_lowest_ev": 3.738, "total_charge": 0, "homo_ev": -8.5}

=====

No. 3
{"formula": "CH4ClN2", "method": "ωB97M-V/def2-TZVPD", "symbols": ["C", "N", "N", "Cl", "H", "H", "H", "H"], "xyz": [[0.1841, -0.0065, -0.9926], [0.1079, -1.0653, -0.2853], [0.7001, 0.9521, -1.3924], [-1.1330, -0.0577, 2.2553], [-0.1421, -0.7747, 0.6537], [0.3411, -2.0257, -0.6006], [0.7583, 1.7357, -1.9381], [-0.8164, 1.2421, 2.2999]], "mulliken_charge": [0.433, -0.166, -0.021, -0.324, 0.178, 0.298, 0.286, 0.315], "lumo_energy_ha": -0.167, "orbital_gap_ev": 11.79, "de_lowest_ev": 2.182, "total_charge": 1, "homo_ev": -16.3}

=====

No. 4
{"formula": "C23H22BBrF38NO6P", "method": "ωB97M-V/def2-TZVPD", "symbols": ["C", "O", "B", "O", "P", "N", "F", "Br", "C", "F", "F", "C", "F", "F", "F", "H", "H", "H", "H", "H", "H", "C", "C", "C", "F", "F", "F", "F", "O", "C", "C", "F", "F", "F", "F", "H", "H", "H", "H", "C", "C", "C", "F", "F", "F", "F", "O", "C", "C", "F", "F", "F", "F", "H", "H", "H", "H", "C", "C", "C", "F", "F", "F", "F", "O", "C", "C", "F", "F", "F", "F", "H", "H", "H", "H", "C", "C", "C", "F", "F", "F", "F", "O", "C", "C", "F", "F", "F", "F", "H", "H", "H", "H"], "xyz": [[-2.4730, 1.6194, -2.3195], [-1.6052, 2.1463, -1.3066], [-0.6229, 1.2791, -0.9502], [0.4283, 1.0821, -1.8265], [-0.5958, 0.2719, 0.7703], [0.0569, 0.8931, 2.2371], [0.8715, -0.3817, 0.3022], [-2.5875, 1.3585, 1.3194], [-1.4652, -1.4119, 0.7700], [-2.2605, -1.5989, -0.2900], [-2.2537, -1.4521, 1.8606], [-0.5421, -2.6527, 0.8990], [0.3079, -2.5733, 1.9059], [-1.3370, -3.6906, 1.1866], [0.0470, -2.9847, -0.2221], [-2.0860, 0.6749, -2.7416], [-2.5718, 2.3253, -3.1553], [-3.4703, 1.4584, -1.8968], [0.4322, 0.1767, -2.1613], [0.6463, 0.1419, 2.6130], [-0.7363, 0.9127, 2.8775], [2.3370, -4.1296, 5.8908], [1.9380, -2.6627, 5.6468], [2.2232, -2.1039, 4.2532], [3.5368, -2.1203, 3.9558], [1.8229, -0.8035, 4.1838], [2.5015, -1.8872, 6.5986], [0.5910, -2.5852, 5.8383], [3.5783, -4.3682, 6.5466], [4.7335, -4.3922, 5.7862], [5.6942, -3.2617, 6.1530], [5.1172, -2.0568, 5.9933], [6.7825, -3.3016, 5.3444], [4.4287, -4.4031, 4.4725], [5.3336, -5.5724, 6.0471], [1.5960, -4.5230, 6.5860], [2.2319, -4.7389, 4.9927], [1.6849, -2.6608, 3.4889], [6.0206, -3.3531, 7.1910], [7.1272, -3.9383, 0.9673], [5.8632, -4.8115, 1.0658], [5.8225, -5.8236, 2.2094], [6.8178, -6.7306, 2.1262], [4.6562, -6.5188, 2.1692], [5.6538, -5.4211, -0.1222], [4.8121, -3.9611, 1.2497], [8.1272, -4.3409, 0.0390], [9.0613, -5.2855, 0.4339], [8.9505, -6.5774, -0.3762], [7.7254, -7.1255, -0.2593], [9.8458, -7.4863, 0.0755], [8.9820, -5.5002, 1.7593], [10.2751, -4.7401, 0.2073], [6.7887, -2.9762, 0.5836], [7.5514, -3.7173, 1.9473], [5.8825, -5.3255, 3.1752], [9.1437, -6.3873, -1.4342], [-6.8119, 0.3746, -5.4938], [-7.1492, 0.9093, -6.8977], [-5.9662, 1.3338, -7.7682], [-5.2626, 2.3412, -7.2116], [-6.4173, 1.7814, -8.9645], [-8.0443, 1.9138, -6.7844], [-7.7865, -0.0985, -7.5570], [-6.9256, 1.2854, -4.4065], [-5.8588, 2.1187, -4.1217], [-6.1990, 3.5939, -4.3186], [-6.5908, 3.8501, -5.5795], [-5.0993, 4.3483, -4.0716], [-4.7727, 1.7389, -4.8231], [-5.5581, 1.9267, -2.8182], [-7.5662, -0.3818, -5.2792], [-5.8626, -0.1612, -5.4746], [-5.2933, 0.4916, -7.9533], [-7.0000, 3.9035, -3.6436], [-3.6142, 5.9863, -1.5978], [-4.5963, 7.1734, -1.6212], [-4.0029, 8.5470, -1.9363], [-3.0837, 8.9253, -1.0267], [-4.9842, 9.4833, -1.9179], [-5.2798, 7.2040, -0.4566], [-5.5140, 6.9036, -2.5944], [-3.1375, 5.5652, -0.3252], [-2.0459, 6.2139, 0.2296], [-2.4075, 6.9459, 1.5223], [-3.3761, 7.8597, 1.3148], [-1.3259, 7.6043, 2.0010], [-1.4686, 7.0236, -0.6777], [-1.1399, 5.2578, 0.5190], [-4.1790, 5.1285, -1.9593], [-2.8021, 6.1078, -2.3152], [-3.5436, 8.5569, -2.9289], [-2.7556, 6.2408, 2.2802]], "mulliken_charge": [-0.642, -0.142, 0.535, -0.518, 0.370, -0.574, -0.448, -0.396, 0.811, -0.292, -0.261, 0.566, -0.264, -0.280, -0.241, 0.311, 0.228, 0.262, 0.331, 0.206, 0.371, -0.809, 0.850, 0.316, -0.216, -0.370, -0.281, -0.323, -0.414, 0.814, 0.164, -0.209, -0.238, -0.190, -0.333, 0.425, 0.368, 0.264, 0.252, -0.955, 0.946, 0.475, -0.230, -0.279, -0.293, -0.270, -0.423, 0.825, 0.182, -0.210, -0.258, -0.279, -0.304, 0.472, 0.404, -0.076, 0.242, -0.710, 0.863, 0.095, -0.196, -0.284, -0.271, -0.331, -0.405, 0.876, 0.170, -0.226, -0.252, -0.281, -0.327, 0.428, 0.310, 0.282, 0.267, -0.345, 0.877, 0.085, -0.220, -0.274, -0.284, -0.303, -0.402, 0.721, 0.228, -0.225, -0.269, -0.300, -0.282, 0.087, 0.393, 0.282, 0.250], "lumo_energy_ha": -0.010, "orbital_gap_ev": 9.61, "de_lowest_ev": 1.186, "total_charge": 0, "smiles": "COB(O)P(N)(F)(Br)C(F)(F)C(F)(F)F.FC(F)C(F)(F)COC(F)(F)C(F)F.FC(F)C(F)(F)COC(F)(F)C(F)F.FC(F)C(F)(F)COC(F)(F)C(F)F.FC(F)C(F)(F)COC(F)(F)C(F)F", "homo_ev": -9.9}

=====

No. 5
{"formula": "C4H9N3O", "method": "ωB97M-V/def2-TZVPD", "symbols": ["C", "C", "C", "C", "H", "H", "H", "H", "H", "H", "H", "H", "H", "N", "N", "N", "O"], "xyz": [[0.0022, -0.9160, 1.8549], [1.2817, 0.4945, 0.3239], [1.3484, 0.5260, -1.1877], [-0.7810, 0.0369, -0.4308], [-0.0562, -0.0248, 2.5462], [0.9558, -1.4826, 2.0585], [-0.9022, -1.5653, 2.0837], [0.9621, 1.4169, 0.8500], [2.2018, 0.1650, 0.8264], [1.9993, 1.3392, -1.4911], [1.7024, -0.4560, -1.5554], [-0.3779, 1.3417, -2.1001], [-3.6751, -0.5347, -1.0834], [0.1940, -0.4084, 0.4818], [-0.0526, 0.6849, -1.3949], [-2.0027, -0.3891, -0.3462], [-2.8001, -0.2283, -1.4360]], "mulliken_charge": [-0.771, -0.722, -0.448, 0.250, 0.283, 0.273, 0.283, 0.319, 0.379, 0.398, 0.227, 0.213, 0.384, 0.009, -0.177, -0.487, -0.412], "lumo_energy_ha": 0.038, "orbital_gap_ev": 8.60, "de_lowest_ev": 3.290, "total_charge": 0, "smiles": "CN1CCN/C1=N\\O", "homo_ev": -7.6}